[1]
{
  "formula": "C4H13NS",
  "method": "the ωB97M-V functional and the def2-TZVPD basis",
  "elements": ["S", "N", "C", "C", "C", "C", "H", "H", "H", "H", "H", "H", "H", "H", "H", "H", "H", "H", "H"],
  "positions_angstrom": [[2.54652, 2.09482, -1.55005], [-2.16840, -2.71479, 0.77270], [-2.33662, -2.98349, 2.18418], [-0.14002, 2.78633, -1.96228], [-1.15165, -3.44813, 3.00555], [0.82364, 2.34250, -0.88021], [0.33067, 3.25736, -2.82537], [-1.56238, -3.37608, 0.30462], [-0.91073, 3.45346, -1.57004], [-2.84551, -2.17120, 2.69805], [-3.14902, -3.70651, 2.25625], [2.65865, 3.41748, -1.46312], [-0.81265, -4.41402, 2.64694], [0.49688, 1.42061, -0.40881], [0.89337, 3.03877, -0.04767], [-0.72364, 1.96417, -2.38731], [-1.78521, -1.79566, 0.59569], [-1.36590, -3.51047, 4.07311], [-0.32273, -2.72900, 3.00344]],
  "forces_ev_per_angstrom": [[-0.936, 0.205, 0.619], [0.233, 0.543, -0.261], [-1.115, -0.379, 0.615], [-0.936, -0.043, -0.347], [0.497, 0.495, 0.169], [0.416, -0.486, -0.086], [0.183, 0.187, 0.278], [-0.039, -0.148, 0.165], [0.167, 0.202, 0.079], [0.356, 0.731, -0.303], [0.187, -0.640, 0.018], [0.641, 0.195, -0.297], [0.280, -0.145, 0.053], [0.056, -0.268, -0.168], [0.102, 0.230, -0.191], [0.306, -0.225, 0.114], [0.071, 0.004, 0.084], [-0.450, -0.335, -0.038], [-0.018, -0.124, -0.502]],
  "lowdin_charge": [0.652, -0.018, -0.374, -0.195, -0.117, -0.600, 0.056, 0.062, 0.067, 0.101, 0.094, -0.155, 0.063, 0.051, 0.056, 0.068, 0.055, 0.065, 0.068],
  "multiplicity": 1,
  "e_tot_ha": -613.1091,
  "lumo_energy_ev": 0.6896,
  "e_above_lowest_kcal_mol": 12.49,
  "mol_weight_g_mol": 107.2
}

=====

[2]
{
  "formula": "C6H4Br2F2",
  "method": "the ωB97M-V functional and the def2-TZVPD basis",
  "elements": ["Br", "Br", "F", "F", "C", "C", "C", "C", "C", "C", "H", "H", "H", "H"],
  "positions_angstrom": [[-4.81628, 0.27038, 1.24248], [-0.68967, 1.85836, -1.70856], [-4.39745, -2.53164, -1.10446], [-1.48045, -1.60068, -2.12235], [-2.24386, -0.01433, -0.39302], [-3.69762, -0.48416, 0.06232], [-3.66611, -1.49682, -0.79249], [-0.14378, 0.53992, 0.71575], [-2.27640, -1.15873, -1.12887], [-1.38650, 1.06400, 0.08253], [0.49735, 1.44264, 1.08408], [-0.46109, 0.04149, 1.60880], [0.19491, -0.38447, 0.13939], [-1.79770, 1.85886, 0.55921]],
  "forces_ev_per_angstrom": [[-0.815, 0.403, 0.862], [-0.266, 0.307, 0.492], [-0.266, -0.229, -0.040], [-0.736, 0.028, 0.945], [-0.741, -2.287, 0.162], [-0.423, -0.284, -0.851], [-1.135, 0.050, 1.089], [0.762, 0.048, 0.901], [3.278, 2.411, -1.282], [2.101, -2.237, -3.824], [-0.396, -2.088, -1.237], [-0.344, -0.150, 1.085], [0.600, 1.938, 0.340], [-1.622, 2.088, 1.358]],
  "lowdin_charge": [0.857, 0.592, 0.143, 0.093, -0.206, -0.653, -0.261, -0.167, -0.165, -0.588, 0.122, 0.064, 0.113, 0.055],
  "multiplicity": 1,
  "e_tot_ha": -5578.6157,
  "lumo_energy_ev": [-0.5305, -0.5284],
  "e_above_lowest_kcal_mol": 89.50,
  "mol_weight_g_mol": 273.9
}